Formula: C46H65AsGeNP2SV
Source: the OMol25 dataset
Level of theory: wB97M-V/def2-TZVPD

Geometry as XYZ:
```
118
C46H65AsGeNP2SV wB97M-V/def2-TZVPD
V -1.458 -0.402 0.478
C 0.348 -3.339 -3.484
C -0.580 -3.105 -2.334
C -0.586 -3.937 -1.176
C -1.606 -3.797 -0.205
C -2.568 -2.794 -0.334
C -2.531 -1.970 -1.466
C -1.541 -2.117 -2.434
H -0.220 -3.772 -4.312
H 1.150 -4.030 -3.245
H 0.766 -2.397 -3.844
H -0.009 -4.862 -1.217
H -1.672 -4.511 0.608
H -3.422 -2.776 0.333
H -3.349 -1.286 -1.659
H -1.568 -1.504 -3.324
C 0.733 6.364 -3.630
S -0.988 5.961 -3.263
C -1.025 6.185 -1.457
C -1.407 4.907 -0.714
C -0.362 3.820 -0.905
N -0.784 2.487 -0.429
P -0.723 1.884 1.144
C -1.935 2.741 2.164
C -3.178 3.030 1.594
C -4.188 3.584 2.365
C -3.967 3.844 3.711
C -2.739 3.548 4.287
C -1.725 2.992 3.521
C 0.912 2.232 1.804
C 1.256 3.498 2.282
C 2.558 3.757 2.684
C 3.521 2.758 2.613
C 3.188 1.497 2.135
C 1.889 1.238 1.730
P -1.369 1.262 -1.427
C -2.851 1.812 -2.275
C -2.800 2.741 -3.318
C -3.976 3.231 -3.863
C -5.204 2.796 -3.380
C -5.266 1.878 -2.338
C -4.092 1.393 -1.786
C -0.073 0.993 -2.661
C -0.348 0.707 -3.997
C 0.687 0.410 -4.875
C 2.000 0.393 -4.423
C 2.281 0.676 -3.091
C 1.251 0.973 -2.212
H 0.853 6.275 -4.708
H 1.422 5.677 -3.139
H 0.956 7.388 -3.341
H -1.745 6.968 -1.224
H -0.045 6.546 -1.141
H -2.374 4.551 -1.081
H -1.534 5.132 0.349
H 0.571 4.079 -0.397
H -0.130 3.726 -1.970
H -3.349 2.859 0.536
H -5.142 3.824 1.915
H -4.752 4.286 4.312
H -2.567 3.761 5.334
H -0.770 2.770 3.979
H 0.512 4.283 2.343
H 2.822 4.738 3.054
H 4.534 2.964 2.932
H 3.944 0.724 2.084
H 1.624 0.252 1.356
H -1.851 3.110 -3.688
H -3.933 3.959 -4.661
H -6.119 3.179 -3.813
H -6.224 1.548 -1.960
H -4.148 0.698 -0.951
H -1.367 0.736 -4.366
H 0.469 0.214 -5.916
H 2.806 0.181 -5.113
H 3.307 0.691 -2.745
H 1.481 1.230 -1.182
C 2.576 -6.603 2.997
C 2.580 -5.159 3.483
C 2.459 -4.132 2.355
C 1.093 -4.220 1.648
Ge 0.981 -2.991 0.158
C 2.530 -2.788 -0.992
C 3.185 -4.136 -1.330
C 4.391 -3.968 -2.258
C 5.548 -3.214 -1.615
H 2.727 -7.287 3.830
H 3.381 -6.778 2.280
H 1.631 -6.886 2.527
H 3.512 -4.958 4.015
H 1.775 -4.999 4.206
H 3.258 -4.305 1.630
H 2.618 -3.134 2.760
H 0.250 -4.119 2.331
H 0.996 -5.211 1.190
H 0.257 -1.581 0.233
H 3.216 -2.154 -0.418
H 2.260 -2.224 -1.885
H 2.459 -4.804 -1.803
H 3.506 -4.638 -0.414
H 4.071 -3.460 -3.174
H 4.725 -4.961 -2.560
H 5.287 -2.181 -1.370
H 6.401 -3.173 -2.290
H 5.878 -3.709 -0.700
C -2.074 -0.260 5.096
As -1.191 -0.684 3.419
C -1.999 -2.467 3.202
C 0.561 -1.226 4.050
H -2.140 -1.172 5.688
H -3.069 0.138 4.912
H -1.489 0.485 5.632
H -1.645 -3.159 3.968
H -1.787 -2.889 2.223
H -3.080 -2.370 3.308
H 0.460 -1.953 4.856
H 1.103 -0.352 4.409
H 1.119 -1.658 3.226
```

The HOMO energy (alpha / beta) is -14.2 / -14.2 eV. Its net charge is +3. As for the spin multiplicity: 4. As for the total energy: -8183.27575 hartree. The HOMO-LUMO gap (alpha / beta) is 5.1 / 5.0 eV. The relative energy (zero: lowest compared OMol25 entry of this formula, charge and spin) is 0.0 kJ/mol. As for the max |F|: 1.12 eV Å⁻¹.